{"formula": "C32H43Cl2N2OP3PdS", "method": "the ωB97M-V functional and the def2-TZVPD basis", "e_tot_ev": -106117.137, "de_lowest_kj_mol": 0.0, "homo_lumo_gap_ev": [6.65, 5.61], "total_charge": 2, "multiplicity": 5, "elements": ["Pd", "Cl", "Cl", "S", "P", "P", "P", "O", "N", "N", "C", "C", "C", "C", "C", "C", "C", "C", "C", "C", "C", "C", "C", "C", "C", "C", "C", "C", "C", "C", "C", "C", "C", "C", "C", "C", "C", "C", "C", "C", "C", "C", "H", "H", "H", "H", "H", "H", "H", "H", "H", "H", "H", "H", "H", "H", "H", "H", "H", "H", "H", "H", "H", "H", "H", "H", "H", "H", "H", "H", "H", "H", "H", "H", "H", "H", "H", "H", "H", "H", "H", "H", "H", "H", "H"], "positions_angstrom": [[1.73831, -0.04200, 0.96776], [1.84860, -1.57370, 3.07611], [3.97063, 1.09088, 1.80363], [3.07099, -1.52156, -0.59254], [1.28058, 1.54527, 2.72541], [-2.26786, -1.49035, -0.08710], [1.33675, 3.20880, -2.66552], [-0.13860, 0.40130, -2.50203], [5.69340, -1.40076, 0.04027], [4.46734, -2.28976, 1.61697], [2.15556, 1.62526, -0.45839], [-3.22872, 1.06482, 0.36478], [1.60253, 2.26126, -4.15239], [4.43124, -1.74728, 0.38401], [1.22749, 1.98491, -1.28978], [-2.58601, -3.22494, 2.03203], [-0.08076, 1.15613, -1.25530], [-5.29563, -2.53910, 2.37895], [-0.73473, -3.70463, -3.16463], [-0.24952, 4.03696, -2.68687], [5.77770, -2.18722, 2.22992], [-0.00390, -0.78492, 0.63990], [-3.03412, 0.04136, -0.59246], [-1.89060, -4.34876, -3.62782], [-0.80169, -2.84566, -2.06689], [6.61022, -1.46994, 1.16551], [2.21838, 1.61156, 4.29348], [-0.41793, 1.21877, 3.31540], [-2.05317, -2.60716, -1.45597], [-3.89073, 1.50410, -2.32527], [-3.38073, 0.26781, -1.94043], [-4.52484, -1.84541, 1.44925], [1.17905, 3.28506, 2.18802], [-4.02993, 2.53170, -1.38337], [2.67579, 4.31441, -2.30037], [0.05723, 0.28958, -0.12739], [-3.18309, -2.21180, 1.24681], [-3.12275, -4.15381, -2.98412], [-3.69266, 2.31332, -0.04065], [-4.71963, -3.58043, 3.12413], [-3.36625, -3.91595, 2.95621], [-3.19952, -3.29638, -1.89226], [0.10272, -2.39286, -1.65431], [-5.33364, -4.12887, 3.84185], [-3.28739, -0.54347, -2.66710], [-3.01783, 0.86910, 1.41911], [-1.14090, 1.46014, 2.52834], [2.17365, 3.60479, 1.86042], [-0.99497, 1.76716, -1.11019], [-4.41765, 3.50321, -1.69700], [6.90394, -0.46532, 1.49208], [-1.06251, 3.32586, -2.88208], [0.83193, 3.91497, 3.01868], [-0.49391, 0.15575, 3.56648], [-1.52991, -3.45657, 1.89613], [-2.92451, -4.72876, 3.54837], [-0.21884, 4.78968, -3.48286], [-1.83985, -5.01633, -4.49066], [0.48203, 3.36859, 1.34643], [2.55408, 1.72113, -4.07441], [-4.14762, -3.13956, -1.37046], [-4.18822, 1.66039, -3.36981], [-4.02920, -4.66682, -3.32845], [0.22784, -3.87367, -3.66496], [3.60881, 3.75038, -2.17901], [-0.61505, 1.83051, 4.20515], [0.78928, 1.53545, -4.26740], [1.63562, 2.95562, -4.99875], [5.72860, -1.63842, 3.17619], [1.63960, 2.15763, 5.04927], [7.49895, -2.04566, 0.89675], [2.46352, 4.88385, -1.38647], [-0.74667, -0.35938, -2.39431], [3.18381, 2.07018, -0.43228], [-6.35075, -2.26806, 2.51480], [-4.96066, -1.04086, 0.85432], [2.39516, 0.57980, 4.61480], [3.60509, -2.38544, 2.18193], [-0.42363, 4.53281, -1.72265], [0.27439, -1.47190, 1.45776], [3.18070, 2.09864, 4.10687], [5.86814, -0.81416, -0.76894], [-3.81433, 3.11520, 0.69926], [2.76018, 5.00191, -3.15149], [6.18160, -3.18837, 2.41162]], "mulliken_spin": [1.215, 0.119, 0.299, 0.443, 0.390, 0.382, 0.014, 0.016, 0.026, 0.036, 0.259, 0.044, 0.002, -0.014, 0.120, 0.050, 0.089, -0.017, 0.002, 0.003, -0.003, -0.223, 0.090, 0.004, -0.004, -0.002, 0.019, 0.074, 0.016, -0.015, 0.027, 0.048, 0.042, 0.036, 0.003, 0.269, 0.110, 0.003, -0.018, 0.040, -0.012, 0.028, 0.007, 0.002, 0.002, 0.002, -0.008, -0.004, 0.024, 0.001, 0.004, -0.001, 0.012, -0.005, 0.008, 0.000, 0.001, 0.000, -0.004, 0.000, 0.003, 0.001, 0.001, 0.000, -0.004, 0.010, 0.000, 0.001, 0.002, 0.009, 0.001, 0.003, -0.006, 0.019, 0.000, 0.005, -0.003, -0.004, 0.001, -0.092, 0.000, -0.001, 0.000, 0.000, 0.003]}